Entry 1:
C21H22ClN3O4 | ωB97M-V with the def2-TZVPD basis set

Each line ends with the Löwdin charge.
Element x y z (Å)
C1 1.7622 2.3305 0.2799  -0.038
C2 3.0918 2.4259 -0.4523  -0.199
O1 3.9186 1.3098 -0.1116  -0.028
C3 4.8999 1.5008 0.7757  -0.469
O2 5.2419 2.5701 1.2008  0.117
C4 5.5455 0.1739 1.1672  -0.071
N1 4.8834 -0.9715 0.5927  0.074
C5 3.6544 -1.2972 1.1382  -0.520
O3 3.3333 -0.9189 2.2482  0.069
N2 2.8715 -2.1546 0.4118  -0.039
C6 3.0633 -2.4729 -0.9848  -0.141
C7 2.4577 -1.3671 -1.8511  -0.108
C8 1.0499 -1.0703 -1.4039  -0.182
C9 0.1928 -0.3550 -2.2319  -0.027
C10 -1.0959 -0.0427 -1.8488  -0.001
C11 -1.5564 -0.4554 -0.6016  -0.207
N3 -2.8450 -0.1852 -0.1340  0.112
C12 -3.8632 0.4554 -0.7675  -0.435
O4 -3.7903 0.9744 -1.8611  0.087
C13 -5.1248 0.5383 0.0432  -0.151
C14 -5.7945 1.7599 0.0290  -0.013
C15 -6.9730 1.9395 0.7264  -0.068
C16 -7.5164 0.8838 1.4398  -0.073
C17 -6.8848 -0.3469 1.4437  -0.106
C18 -5.6962 -0.5166 0.7509  -0.585
Cl1 -4.9834 -2.1024 0.7520  0.725
C19 -0.7041 -1.1700 0.2342  0.030
C20 0.5910 -1.4772 -0.1520  -0.144
C21 1.4789 -2.2478 0.7942  -0.090
H1 1.2488 1.4091 0.0150  0.059
H2 1.9303 2.3391 1.3541  0.087
H3 1.1356 3.1755 0.0100  0.081
H4 2.9479 2.3783 -1.5351  0.123
H5 3.6209 3.3465 -0.1877  0.118
H6 5.4783 0.0954 2.2563  0.137
H7 6.5990 0.1843 0.8794  0.136
H8 4.9660 -1.0290 -0.4096  0.115
H9 4.1184 -2.6398 -1.2076  0.119
H10 2.5360 -3.4140 -1.1726  0.134
H11 2.4641 -1.6575 -2.9038  0.122
H12 3.0540 -0.4544 -1.7503  0.106
H13 0.5463 -0.0352 -3.2015  0.117
H14 -1.7451 0.5119 -2.5041  0.100
H15 -3.0416 -0.5645 0.7827  0.099
H16 -5.3633 2.5639 -0.5480  0.122
H17 -7.4703 2.8969 0.7089  0.106
H18 -8.4387 1.0105 1.9856  0.107
H19 -7.3110 -1.1810 1.9791  0.103
H20 -1.0523 -1.4916 1.2063  0.125
H21 1.3892 -1.8508 1.8078  0.127
H22 1.1793 -3.3040 0.8079  0.138

Summary:
- HOMO energy (hartree) = -0.3118
- relative energy (zero: lowest compared OMol25 entry of this formula, charge and spin) (kcal per mole) = 0.0
- LUMO level (eV) = 0.46
- orbital gap (eV) = 8.940
- structure (SMILES) = CCOC(=O)CNC(=O)N1CCc2ccc(NC(=O)c3ccccc3Cl)cc2C1
- energy (eV) = -47319.0438


Entry 2:
C21H22ClN3O4S | ωB97M-V with the def2-TZVPD basis set

Each line ends with the Löwdin charge.
Element x y z (Å)
C1 5.1864 0.2540 1.1971  -0.080
O1 4.0058 0.9817 0.9649  -0.068
C2 2.9099 0.6853 1.7154  -0.215
C3 2.8620 -0.2580 2.7270  -0.016
C4 1.6776 -0.5112 3.4017  -0.065
C5 0.5227 0.1756 3.0823  -0.255
C6 -0.7904 -0.2039 3.7057  -0.110
C7 -1.4245 -1.3637 2.9107  -0.143
N1 -1.5675 -1.0334 1.5173  -0.075
C8 -0.6112 -1.2678 0.5959  -0.736
S1 0.6086 -2.3473 0.7002  0.789
N2 -0.8971 -0.4902 -0.5294  0.068
C9 -0.1091 -0.4490 -1.7076  -0.209
C10 1.2681 -0.2908 -1.6235  -0.030
C11 2.0222 -0.2299 -2.7796  -0.078
C12 1.3948 -0.3216 -4.0124  -0.672
Cl1 2.3348 -0.2406 -5.4566  0.680
C13 0.0195 -0.4747 -4.1014  -0.092
C14 -0.7335 -0.5414 -2.9447  0.005
C15 -2.0153 0.2620 -0.3402  -0.367
O2 -2.4986 1.0484 -1.1261  0.091
C16 -2.5529 -0.0952 1.0373  -0.166
C17 -3.9578 -0.7233 0.9446  -0.014
C18 -5.0823 0.3092 1.0763  -0.558
N3 -5.0141 1.3176 0.1921  0.186
O3 -5.9484 0.2047 1.9145  0.057
C19 0.5714 1.1517 2.0877  0.019
C20 1.7427 1.4182 1.4027  -0.208
O4 1.8774 2.3368 0.4040  -0.067
C21 0.7573 3.0947 0.0264  -0.067
H1 5.9095 0.6318 0.4760  0.095
H2 5.5688 0.4171 2.2102  0.097
H3 5.0360 -0.8182 1.0334  0.098
H4 3.7417 -0.8219 2.9900  0.108
H5 1.6592 -1.2687 4.1700  0.119
H6 -0.6442 -0.5409 4.7318  0.121
H7 -1.4721 0.6486 3.7199  0.113
H8 -2.4064 -1.6099 3.3209  0.126
H9 -0.7775 -2.2418 2.9651  0.097
H10 1.7514 -0.2117 -0.6640  0.080
H11 3.0909 -0.1024 -2.7199  0.111
H12 -0.4569 -0.5441 -5.0663  0.107
H13 -1.8040 -0.6584 -3.0034  0.121
H14 -2.6006 0.7941 1.6781  0.165
H15 -4.0836 -1.4434 1.7540  0.121
H16 -4.0723 -1.2540 -0.0030  0.138
H17 -5.7302 2.0246 0.2152  0.118
H18 -4.2653 1.3958 -0.4849  0.070
H19 -0.3230 1.7091 1.8520  0.112
H20 0.3707 3.6907 0.8601  0.100
H21 1.1086 3.7627 -0.7580  0.100
H22 -0.0457 2.4672 -0.3766  0.083

Summary:
- HOMO energy (hartree) = -0.2988
- relative energy (zero: lowest compared OMol25 entry of this formula, charge and spin) (kcal per mole) = 0.0
- LUMO level (eV) = 0.33
- orbital gap (eV) = 8.464
- structure (SMILES) = COc1ccc(CCN2C(=S)N(c3ccc(Cl)cc3)C(=O)[C@H]2CC(N)=O)cc1OC
- energy (eV) = -58153.4046


Entry 3:
C21H22ClN4O2Pd | ωB97M-V with the def2-TZVPD basis set

Each line ends with the Löwdin charge.
Element x y z (Å)
Pd1 -0.8946 -1.1052 -1.4418  1.069
Cl1 -5.5300 -1.7902 4.0704  0.701
C1 -4.7283 -1.7519 2.5545  -0.681
C2 -5.4727 -1.6248 1.3727  -0.071
C3 -4.8218 -1.5380 0.1741  0.005
C4 -3.4034 -1.5796 0.0646  -0.350
O1 -2.8888 -1.3818 -1.0912  -0.152
C5 -2.6525 -1.7712 1.2887  -0.139
C6 -1.2242 -1.8466 1.3688  -0.045
N1 -0.4078 -2.0689 0.3816  0.023
C7 0.9708 -2.1351 0.5038  -0.194
C8 1.6512 -2.4314 1.6767  0.011
C9 3.0467 -2.4033 1.7230  -0.048
C10 3.7868 -2.0728 0.6183  -0.010
C11 3.1485 -1.8338 -0.6159  -0.147
C12 3.8487 -1.5323 -1.8039  0.017
C13 3.1565 -1.3522 -2.9733  -0.024
C14 1.7604 -1.4700 -2.9614  -0.085
N2 1.0803 -1.7129 -1.8609  -0.014
C15 1.7303 -1.8912 -0.6847  -0.160
C16 -3.3528 -1.8272 2.5047  -0.065
H1 -6.5503 -1.5816 1.4229  0.116
H2 -5.3715 -1.4106 -0.7466  0.123
H3 -0.8140 -1.6960 2.3696  0.139
H4 1.1076 -2.6849 2.5738  0.116
H5 3.5426 -2.6295 2.6544  0.117
H6 4.8606 -2.0032 0.6693  0.121
H7 4.9243 -1.4548 -1.7770  0.129
H8 3.6643 -1.1346 -3.8989  0.117
H9 1.1878 -1.3803 -3.8802  0.129
H10 -2.7952 -1.9507 3.4206  0.114
C17 -2.0039 1.6827 -0.4230  -0.047
N3 -0.8617 2.5812 -0.3240  -0.108
C18 -1.1084 3.8711 0.2901  -0.046
C19 0.3319 2.0493 -0.6982  -0.451
O2 0.3403 0.8859 -1.1695  -0.084
N4 1.5293 2.6721 -0.5801  -0.108
C20 1.8954 4.0210 -0.1982  -0.041
C21 2.7140 1.9359 -0.9926  -0.031
H11 -2.9198 2.2309 -0.2254  0.094
H12 -1.9186 0.8653 0.3113  0.081
H13 -2.0773 1.2534 -1.4368  0.081
H14 -2.1674 3.9583 0.5179  0.089
H15 -0.8624 4.6897 -0.3898  0.095
H16 -0.5642 3.9825 1.2315  0.098
H17 1.0640 4.6233 0.1278  0.053
H18 2.3717 4.5187 -1.0479  0.101
H19 2.6267 3.9694 0.6137  0.100
H20 2.4438 0.9146 -1.2417  0.057
H21 3.4388 1.9308 -0.1766  0.100
H22 3.1683 2.4104 -1.8651  0.103

Summary:
- net charge = +1
- HOMO energy (alpha / beta) (hartree) = -0.3836 / -0.3872
- relative energy (zero: lowest compared OMol25 entry of this formula, charge and spin) (kcal per mole) = 54.4
- LUMO level (alpha / beta) (eV) = -4.77 / -4.70
- orbital gap (alpha / beta) (eV) = 5.671 / 5.835
- energy (eV) = -48185.2820


Entry 4:
C21H22ClN5O2 | ωB97M-V with the def2-TZVPD basis set

Each line ends with the Löwdin charge.
Element x y z (Å)
O1 -0.6229 -3.6151 -1.3301  0.093
C1 -1.1653 -2.8419 -0.5758  -0.426
C2 -0.8167 -2.6799 0.8945  -0.111
N1 0.4828 -2.0628 1.0885  -0.154
C3 0.5960 -0.7397 0.5035  -0.171
C4 1.8836 -0.0938 1.0045  -0.167
N2 3.0170 -0.9012 0.6007  -0.192
C5 4.2844 -0.2753 0.9359  -0.187
C6 4.5120 0.9520 0.0983  -0.246
C7 4.6060 2.2129 0.6720  -0.045
C8 4.8126 3.3412 -0.1023  -0.085
C9 4.9243 3.2229 -1.4767  -0.087
C10 4.8319 1.9775 -2.0724  -0.106
C11 4.6281 0.8547 -1.2866  -0.603
Cl1 4.5263 -0.6882 -2.0496  0.724
C12 2.8948 -2.2336 1.1563  -0.177
C13 1.6041 -2.8792 0.6630  -0.171
N3 -2.1258 -1.9787 -1.0647  0.086
N4 -2.7715 -1.1188 -0.2923  0.144
C14 -3.7027 -0.3755 -0.7735  -0.126
C15 -4.2121 -0.3310 -2.1792  -0.381
O2 -3.8349 -0.9803 -3.1361  0.081
N5 -5.2133 0.6006 -2.1878  0.164
C16 -5.4000 1.1598 -0.9316  -0.195
C17 -6.3042 2.1184 -0.5268  -0.015
C18 -6.2801 2.5028 0.8087  -0.083
C19 -5.3803 1.9455 1.7055  -0.090
C20 -4.4710 0.9807 1.2979  -0.011
C21 -4.4841 0.5873 -0.0285  -0.113
H1 -0.7895 -3.6703 1.3556  0.132
H2 -1.5696 -2.0622 1.3867  0.105
H3 -0.2647 -0.1407 0.8102  0.119
H4 0.6311 -0.7763 -0.5981  0.133
H5 1.9889 0.9027 0.5687  0.123
H6 1.8326 0.0040 2.1047  0.130
H7 4.3418 -0.0094 2.0072  0.127
H8 5.0767 -1.0000 0.7227  0.117
H9 4.5175 2.3064 1.7449  0.112
H10 4.8851 4.3105 0.3672  0.101
H11 5.0848 4.0981 -2.0878  0.103
H12 4.9200 1.8700 -3.1421  0.102
H13 3.7469 -2.8316 0.8250  0.122
H14 2.8864 -2.2099 2.2614  0.128
H15 1.5018 -3.8739 1.1015  0.127
H16 1.6482 -2.9809 -0.4317  0.123
H17 -2.3661 -2.0552 -2.0589  0.150
H18 -5.7463 0.8424 -3.0082  0.169
H19 -7.0071 2.5552 -1.2194  0.110
H20 -6.9786 3.2509 1.1520  0.103
H21 -5.3902 2.2679 2.7353  0.101
H22 -3.7688 0.5410 1.9878  0.113

Summary:
- HOMO energy (hartree) = -0.3113
- relative energy (zero: lowest compared OMol25 entry of this formula, charge and spin) (kcal per mole) = 6.4
- LUMO level (eV) = -0.60
- orbital gap (eV) = 7.870
- structure (SMILES) = O=C(CN1CCN(Cc2ccccc2Cl)CC1)N/N=C1\C(=O)Nc2ccccc21
- energy (eV) = -46202.2751